Here is C28H81Cl6O32P7 as an isolated structure at a distorted geometry from OMol25. Energies are from ωB97M-V/def2-TZVPD.

Geometry (Å):
Cl: -5.44171 -6.37078 -1.11035
Cl: -2.66653 -6.15419 -3.05346
Cl: -4.83522 3.31222 -0.77524
Cl: -1.09726 -4.17947 -1.62482
Cl: -4.51765 1.59859 -3.13886
Cl: -5.15884 -3.66306 -1.83046
P: 0.16418 -2.73851 -6.14504
P: 4.50541 -0.85365 -2.42394
P: -5.47200 -0.84798 3.86525
P: -0.71117 0.36661 -0.08076
P: 4.52454 -3.20567 3.31429
P: 3.94033 4.23535 1.14115
P: -0.16476 5.96309 -3.22907
O: -4.28690 0.11793 4.50064
O: -1.33834 -2.24850 -5.61593
O: 3.07020 -3.86129 3.68053
O: 3.48529 2.67147 1.45079
O: 2.83933 4.70339 0.06500
O: 0.66526 6.85839 -4.33446
O: -5.44953 -0.42123 2.31133
O: 0.49349 -0.37850 0.71432
O: -0.73617 3.35929 4.05951
O: 5.54046 -3.65069 4.55470
O: 0.97258 -1.27180 -6.10615
O: -6.88257 -0.29271 4.53483
O: -1.87205 -0.69807 0.07072
O: -5.18589 -2.31552 4.09985
O: 0.81550 4.71710 -3.00439
O: 4.03550 5.13542 2.23198
O: -1.41014 5.34971 -4.07380
O: -1.24175 1.46684 0.99245
O: 4.53181 -1.70248 3.12008
O: -0.08217 -4.11933 1.61468
O: 4.97543 -4.10829 2.08635
O: -0.63057 6.72793 -2.04515
O: 5.15789 -2.31563 -2.16501
O: 3.00058 -1.13293 -2.92765
O: 4.28984 -0.30656 -0.95058
O: 0.88742 -3.50403 -4.87535
O: -0.59205 5.94408 5.57998
O: 5.29733 4.01641 0.32838
O: 0.19605 -3.42941 -7.44720
O: 5.38614 0.07063 -3.32261
O: -0.40903 0.73820 -1.50077
O: -2.94009 -3.21371 1.53952
C: -2.46212 2.02096 0.65489
C: -2.74450 -0.89374 -1.01849
C: 5.37439 -3.20553 5.91528
C: -1.32439 5.55759 4.43853
C: -7.04098 -0.41778 5.90778
C: -2.36632 4.45121 -3.50921
C: 4.14074 -1.09729 0.22294
C: -1.49908 -2.09611 -4.22925
C: 2.99697 5.73418 -0.89190
C: -6.65207 -0.65496 1.58106
C: 1.90621 -0.27062 -2.73789
C: -3.00110 -0.04846 4.21717
C: -1.89707 -5.69112 -1.45537
C: 2.18237 -3.95700 -5.01939
C: 0.37532 -0.82100 2.07089
C: 2.21508 2.35279 1.92557
C: 6.31993 -3.91271 1.80390
C: 2.19496 -3.07470 4.60277
C: -0.51150 4.65498 3.62736
C: -2.46174 -3.91571 2.62802
C: 5.33105 3.27109 -0.92255
C: -6.41074 -5.01662 -1.68030
C: 1.59111 7.85229 -3.94154
C: 1.23230 -0.47361 -7.28163
C: -1.27584 -4.78289 2.04911
C: 0.46458 3.72479 -1.98368
C: 5.36407 -3.28310 -3.23960
C: -5.48821 1.89317 -1.68253
H: 6.19289 -2.51464 6.11733
H: -7.27771 -4.66092 -1.12357
H: 5.82871 3.92730 -1.63657
H: -6.50118 2.04694 -2.05448
H: -0.66674 -1.73084 -3.62768
H: -6.84894 -1.72182 1.68666
H: -2.30915 5.12700 4.62002
H: -2.64698 -5.54051 -0.67881
H: -7.65708 0.46398 6.08387
H: 1.36570 3.13667 -1.80995
H: 6.97306 -4.34274 2.56323
H: 3.22791 -1.51543 0.64720
H: 1.12919 -1.60543 2.13751
H: -2.60063 2.85031 1.34851
H: 1.16959 -1.15889 -8.12694
H: -2.19034 -3.37280 3.53338
H: 5.89575 2.34870 -0.78681
H: 0.39957 0.20740 -7.45740
H: -2.86777 -0.56323 3.26568
H: -0.30535 3.05922 -2.37400
H: 4.47039 -0.41400 1.00559
H: -2.36950 -1.44240 -4.17324
H: 2.43937 -2.01508 4.67735
H: -2.76119 0.95663 3.87027
H: 2.43722 7.90916 -4.62636
H: -5.50686 1.00431 -1.05191
H: 4.66681 -3.15096 -4.06692
H: 0.32945 5.83554 5.33372
H: 3.36663 5.48041 -1.88541
H: 4.33219 3.09808 -1.32311
H: -1.19202 -6.44873 -1.11327
H: 4.47481 -2.66197 6.20405
H: 1.67713 3.27339 2.15187
H: -0.75224 4.78764 2.57259
H: 1.10089 8.82110 -4.03746
H: 3.76923 6.42043 -0.54435
H: -1.54220 -5.45120 1.23026
H: 1.37013 -0.14666 -3.67882
H: 2.18827 1.64177 2.75130
H: -0.65943 -1.14961 2.16790
H: 2.12998 0.13332 -7.16367
H: -2.36830 4.59521 -2.42876
H: 0.49719 -0.07365 2.85494
H: -2.78803 -1.97922 -1.10756
H: -3.30601 4.50044 -4.05937
H: -1.16668 3.20961 4.90441
H: -7.53416 -0.15182 1.97712
H: 0.12221 4.24406 -1.08856
H: -1.96173 -2.99069 -3.81237
H: -3.32338 -4.54389 2.85402
H: -3.23231 1.31409 0.96349
H: 5.35966 -3.98026 6.68189
H: -0.29934 -3.58437 0.84770
H: 1.53647 1.85705 1.23142
H: -3.79531 -0.71656 -0.78937
H: 1.99664 7.85149 -2.92979
H: -3.86256 -2.95555 1.60278
H: -2.62701 2.44300 -0.33647
H: 5.23308 -4.32332 -2.94146
H: -2.40603 -0.41661 -1.93822
H: -2.28223 -0.38745 4.96310
H: -7.48053 -1.37574 6.18565
H: 2.71663 -3.85727 -4.07455
H: 6.40855 -3.32874 -3.54797
H: -6.06552 -0.30063 6.37986
H: 2.73444 -3.57889 -5.87983
H: 2.26398 -3.53105 5.59023
H: -6.56028 -0.42377 0.51983
H: 4.71442 -2.02139 0.15194
H: 0.54373 4.85895 3.80897
H: 1.17926 -2.97176 4.22085
H: -2.08843 3.40465 -3.63404
H: -1.47742 6.55053 4.01573
H: 2.18061 -5.01279 -5.29031
H: 2.18176 6.43144 -1.08519
H: -1.05390 -5.49554 2.84345
H: 1.24025 -0.90166 -2.14933
H: -6.89799 -5.25501 -2.62574
H: 6.57444 -4.16419 0.77429
H: 2.04751 0.72573 -2.31905
H: 6.56074 -2.85511 1.91160

Output
E_HOMO = -0.3582 hartree
Electronic energy = -8674.11803 Eh
Total charge = 0
Largest force on an atom = 0.1306 hartree/bohr